Here is BrH2NOS in the gas phase in a non-equilibrium geometry from the Open Molecules 2025 dataset. Energies are from wB97M-V/def2-TZVPD.

Structure (XYZ):
```
6
BrH2NOS wB97M-V/def2-TZVPD
N -0.2309 0.0724 -0.7824
O -1.0025 -0.7334 1.4003
S -0.3179 0.4909 0.8016
Br 1.9055 0.5270 1.1746
H -0.7031 -0.7122 -1.0766
H 0.3490 0.3553 -1.5175
```

Energy   -3103.3639 hartree
HOMO   -9.98 eV
HOMO-LUMO gap   9.8 eV
Max |F|   3.7 eV/Å
Total charge   0

=====

Here is 2 unconnected molecules or ions with the total composition BrH2O2P in a non-equilibrium geometry from the Open Molecules 2025 dataset. Energies are from wB97M-V/def2-TZVPD.

Structure (XYZ):
```
6
BrH2O2P wB97M-V/def2-TZVPD
O 2.7018 0.5957 -0.3476
P 1.5995 1.1077 0.5035
O 0.2827 0.1829 0.2020
H 0.3519 -0.5707 -0.3646
Br -3.1499 -0.5377 0.2123
H -1.7860 -0.7778 -0.2055
```

Energy   -3067.0833 hartree
HOMO   -11.00 eV
HOMO-LUMO gap   10.6 eV
Max |F|   1.9 eV/Å
SMILES   O=PO.Br
Total charge   0

=====

Here is 2 unconnected molecules or ions with the total composition BrH2O2P in a non-equilibrium geometry from the Open Molecules 2025 dataset. Energies are from wB97M-V/def2-TZVPD.

Structure (XYZ):
```
6
BrH2O2P wB97M-V/def2-TZVPD
O 0.8215 1.3057 0.6673
O 0.5278 -0.7974 -0.4874
P 0.0136 0.7156 -0.5081
Br -2.8002 -0.4581 0.0991
H 1.1711 0.6225 1.4131
H 0.2661 -1.3883 -1.1840
```

Energy   -3067.0592 hartree
HOMO   -8.75 eV
HOMO-LUMO gap   7.4 eV
Max |F|   4.3 eV/Å
Total charge   0

=====

Here is 2 unconnected molecules or ions with the total composition BrH2O2PS in a non-equilibrium geometry from the Open Molecules 2025 dataset. Energies are from wB97M-V/def2-TZVPD.

Structure (XYZ):
```
7
BrH2O2PS wB97M-V/def2-TZVPD
O 1.1549 -1.7096 1.7655
P 0.7204 -1.9180 0.4029
S 1.7258 -1.8622 -1.2453
Br -1.5035 -2.0237 0.2306
O -0.7754 2.1697 -0.4463
H -0.2997 2.5236 0.3705
H -1.0225 2.8203 -1.0779
```

Energy   -3465.2689 hartree
HOMO   -10.20 eV
HOMO-LUMO gap   9.0 eV
Max |F|   2.9 eV/Å
SMILES   O=P(=S)Br.O
Total charge   0

=====

Here is BrH3P2 in the gas phase in a non-equilibrium geometry from the Open Molecules 2025 dataset. Energies are from wB97M-V/def2-TZVPD.

Structure (XYZ):
```
6
BrH3P2 wB97M-V/def2-TZVPD
P 0.5034 -0.0682 -0.1823
P -1.4124 -1.0148 0.2416
Br -2.8805 0.6736 -0.2350
H 1.0090 0.9898 0.7818
H 1.2220 -0.8893 0.6192
H 1.5585 0.3090 -1.2253
```

Energy   -3258.4379 hartree
HOMO   -7.79 eV
HOMO-LUMO gap   7.2 eV
Max |F|   2.9 eV/Å
SMILES   [PH3]=PBr
Total charge   0

=====

Here is 2 unconnected molecules or ions with the total composition BrH3P2 in a non-equilibrium geometry from the Open Molecules 2025 dataset. Energies are from wB97M-V/def2-TZVPD.

Structure (XYZ):
```
6
BrH3P2 wB97M-V/def2-TZVPD
P -0.6146 0.9671 0.1754
P 0.6632 -0.6445 -0.4395
Br 1.5852 -1.0898 1.4975
H 0.4362 1.8985 0.2003
H -0.9307 1.2823 -1.1499
H -1.1393 -2.4136 -0.2837
```

Energy   -3258.3974 hartree
HOMO (spin up / spin down)   -9.33 / -8.49 eV
HOMO-LUMO gap (spin up / spin down)   8.0 / 7.7 eV
Max |F|   1.7 eV/Å
Total charge   0

=====

Here is 2 unconnected molecules or ions with the total composition BrH4N2OP in a non-equilibrium geometry from the Open Molecules 2025 dataset. Energies are from wB97M-V/def2-TZVPD.

Structure (XYZ):
```
9
BrH4N2OP wB97M-V/def2-TZVPD
N 0.8550 -1.7664 0.8314
N -0.8294 -1.0429 -1.1603
O 0.4606 0.8877 0.0296
P 0.2668 -0.5890 -0.0297
Br -0.2256 3.7056 1.1882
H 1.2073 -1.2258 1.5720
H -1.3171 -0.4575 -1.7931
H -0.9142 -1.9374 -1.4176
H 0.4966 2.4257 0.7794
```

Energy   -3102.5391 hartree
HOMO   -10.04 eV
HOMO-LUMO gap   9.9 eV
Max |F|   4.4 eV/Å
Total charge   0

=====

Here is 2 unconnected molecules or ions with the total composition BrH4N2P in a non-equilibrium geometry from the Open Molecules 2025 dataset. Energies are from wB97M-V/def2-TZVPD.

Structure (XYZ):
```
8
BrH4N2P wB97M-V/def2-TZVPD
H 0.6189 0.9128 2.1587
N 0.6490 1.4794 1.3642
P 1.7369 1.3857 0.2905
Br 1.9883 3.4831 -0.5385
N -1.2203 -1.5756 -0.6444
H -0.3558 -2.1569 -0.7361
H -1.9133 -2.1880 -0.2865
H -1.5036 -1.3405 -1.6079
```

Energy   -3027.2697 hartree
HOMO   -9.55 eV
HOMO-LUMO gap   8.9 eV
Max |F|   2.4 eV/Å
SMILES   [H]/N=P/Br.N
Total charge   0

=====

Here is 2 unconnected molecules or ions with the total composition BrH5Si2 in a non-equilibrium geometry from the Open Molecules 2025 dataset. Energies are from wB97M-V/def2-TZVPD.

Structure (XYZ):
```
8
BrH5Si2 wB97M-V/def2-TZVPD
Si 2.1155 0.5662 0.0302
Si -3.8604 -0.6198 0.2942
Br 0.9869 -1.3326 0.3064
H 2.6814 1.2370 1.3844
H 3.2389 -0.2561 -0.4745
H 1.4316 1.5976 -0.6815
H -3.5224 0.4648 -0.6355
H -3.0715 -1.6571 -0.2237
```

Energy   -3155.8822 hartree
HOMO   -8.50 eV
HOMO-LUMO gap   7.5 eV
Max |F|   3.1 eV/Å
Total charge   0

=====

Here is 2 unconnected molecules or ions with the total composition BrHNO3P in a non-equilibrium geometry from the Open Molecules 2025 dataset. Energies are from wB97M-V/def2-TZVPD.

Structure (XYZ):
```
7
BrHNO3P wB97M-V/def2-TZVPD
N 0.6416 -1.9717 0.1452
O -0.9572 1.2732 1.7157
O -1.4731 0.9863 -0.7750
O 0.5489 2.3800 -0.0326
P -0.6298 1.4739 0.2716
Br 1.1292 -3.2098 -1.2028
H 0.7404 -0.9319 -0.1220
```

Energy   -3196.4555 hartree
HOMO   1.16 eV
HOMO-LUMO gap   5.1 eV
Max |F|   4.8 eV/Å
Total charge   -2

=====

Here is a molecular structure, BrHNO3S in a non-equilibrium geometry from the Open Molecules 2025 dataset. Energies are from wB97M-V/def2-TZVPD.

Structure (XYZ):
```
7
BrHNO3S wB97M-V/def2-TZVPD
N -0.4289 -2.6689 0.5845
O -2.4882 -1.4399 -1.3102
O -1.2548 0.2183 -0.0045
O -2.9491 -1.2330 1.0938
S -2.0284 -0.9987 -0.0118
Br 0.8675 -1.5156 -0.0204
H -0.3374 -2.9109 1.5773
```

Energy   -3253.2636 hartree
HOMO   -4.03 eV
HOMO-LUMO gap   7.7 eV
Max |F|   3.0 eV/Å
Total charge   -1

=====

Here is a molecular structure, BrLiOV in a non-equilibrium geometry from the Open Molecules 2025 dataset. Energies are from wB97M-V/def2-TZVPD.

Structure (XYZ):
```
4
BrLiOV wB97M-V/def2-TZVPD
O 24.9551 -18.9140 -20.6503
V 25.2143 -20.1510 -19.6522
Li 29.1416 -19.8474 -17.8216
Br 27.9596 -19.8355 -19.8893
```

Multiplicity   2
Energy   -3600.0506 hartree
HOMO (spin up / spin down)   -19.80 / -19.90 eV
HOMO-LUMO gap (spin up / spin down)   6.4 / 7.6 eV
Max |F|   6.0 eV/Å
Total charge   +2

=====

Here is 2 unconnected molecules or ions with the total composition BrNO3 in a non-equilibrium geometry from the Open Molecules 2025 dataset. Energies are from wB97M-V/def2-TZVPD.

Structure (XYZ):
```
5
BrNO3 wB97M-V/def2-TZVPD
N 0.1643 0.0910 0.9241
O 0.3194 -1.0553 0.8601
O -0.1176 0.9872 1.6479
O -0.1271 0.7640 -1.3302
Br -0.2390 -0.7869 -2.1018
```

Energy   -2854.2520 hartree
HOMO (spin up / spin down)   -10.28 / -9.86 eV
HOMO-LUMO gap (spin up / spin down)   9.2 / 7.6 eV
Max |F|   3.1 eV/Å
Total charge   0

=====

Here is a gas-phase ion, BrO2S (charge -1) in a non-equilibrium geometry from the Open Molecules 2025 dataset. Energies are from wB97M-V/def2-TZVPD.

Structure (XYZ):
```
4
BrO2S wB97M-V/def2-TZVPD
O 0.7788 1.2916 0.3221
O 0.8921 -1.3454 0.0734
S 0.3520 0.2032 -0.4995
Br -2.0230 -0.1494 0.1040
```

Energy   -3122.7313 hartree
HOMO   -4.53 eV
HOMO-LUMO gap   8.3 eV
Max |F|   7.8 eV/Å
Total charge   -1

=====

Here is a molecular structure, BrOV in a non-equilibrium geometry from the Open Molecules 2025 dataset. Energies are from wB97M-V/def2-TZVPD.

Structure (XYZ):
```
3
BrOV wB97M-V/def2-TZVPD
O 1.0178 -0.7279 -0.4650
V -0.5539 -0.5209 -0.8084
Br -0.4638 1.2487 1.2734
```

Multiplicity   3
Energy   -3593.2018 hartree
HOMO (spin up / spin down)   -8.98 / -9.05 eV
HOMO-LUMO gap (spin up / spin down)   6.9 / 6.9 eV
Max |F|   5.2 eV/Å
Total charge   0

=====

Here is a molecular structure, BrPd2 from the Open Molecules 2025 dataset. Energies are from wB97M-V/def2-TZVPD.

Structure (XYZ):
```
3
BrPd2 wB97M-V/def2-TZVPD
Pd -2.3368 -0.7752 -0.8804
Pd 2.3094 0.9543 0.8974
Br 0.0274 -0.1790 -0.0171
```

Multiplicity   5
Energy   -2828.1496 hartree
HOMO (spin up / spin down)   -27.32 / -26.21 eV
HOMO-LUMO gap (spin up / spin down)   11.2 / 6.0 eV
Max |F|   0.3 eV/Å
Total charge   +3

=====

Here is 17 unconnected molecules or ions with the total composition C102H85N17O34 in a non-equilibrium geometry from the Open Molecules 2025 dataset. Energies are from wB97M-V/def2-TZVPD.

Structure (XYZ):
```
238
C102H85N17O34 wB97M-V/def2-TZVPD
C 1.8180 -0.8345 -2.5928
C 2.7662 -1.3175 -3.4667
C 2.4371 -1.9381 -4.6235
C 1.0661 -2.1426 -4.8204
C 0.0529 -1.7245 -3.9689
C 0.4732 -1.0282 -2.8289
N 0.6239 -2.8819 -6.0641
O -0.5250 -2.8838 -6.3255
O 1.5066 -3.4340 -6.6634
H 2.1478 -0.3327 -1.6952
H 3.8120 -1.2898 -3.1852
H 3.1861 -2.2737 -5.3185
H -0.9698 -2.0257 -4.1407
H -0.1707 -0.5946 -2.0597
C 1.8654 8.5125 1.3980
C 2.1369 8.5914 0.0569
C 1.5537 7.7273 -0.8322
C 0.6284 6.8247 -0.3168
C 0.2855 6.7239 1.0138
C 0.9804 7.5795 1.9116
N -0.0425 5.9156 -1.2182
O 0.1847 6.0583 -2.4065
O -0.7163 5.0647 -0.7326
H 2.4282 9.0913 2.1067
H 2.8508 9.3409 -0.2977
H 1.7148 7.6711 -1.9067
H -0.4313 5.9827 1.3435
H 0.9160 7.4755 2.9885
C -8.3518 2.2720 -5.4402
C -9.2408 1.3992 -6.0834
C -8.9805 0.0302 -6.0810
C -7.9086 -0.3912 -5.2703
C -7.1003 0.4102 -4.5591
C -7.2775 1.7728 -4.6865
N -7.6656 -1.8870 -5.1728
O -6.7903 -2.2129 -4.4186
O -8.2493 -2.6070 -5.9509
H -8.5542 3.3318 -5.3914
H -10.1507 1.8143 -6.5197
H -9.6342 -0.6868 -6.4982
H -6.3417 0.1124 -3.8191
H -6.5934 2.4485 -4.1611
C 2.4397 -4.4331 3.4410
C 1.3648 -4.3791 4.3279
C 1.4714 -4.9887 5.5962
C 2.5926 -5.6459 5.9042
C 3.6712 -5.7720 5.0536
C 3.6121 -5.1153 3.8374
N 2.6976 -6.2520 7.2658
O 3.7652 -6.7679 7.5118
O 1.7178 -6.1731 7.9844
H 2.3365 -3.8761 2.5070
H 0.5637 -3.7545 3.9650
H 0.7043 -4.8612 6.3269
H 4.6119 -6.1570 5.4409
H 4.4538 -5.0424 3.1383
C 5.1039 -1.1753 3.4958
C 4.3705 -1.2101 2.3276
C 4.9371 -1.7187 1.1269
C 6.2807 -2.0974 1.1904
C 7.0189 -2.1020 2.3396
C 6.4287 -1.6100 3.4429
N 6.9609 -2.4622 -0.0501
O 8.1773 -2.3196 -0.0637
O 6.2874 -2.8757 -0.9707
H 4.5365 -0.9082 4.3854
H 3.3404 -0.8548 2.4373
H 4.3385 -1.7423 0.2370
H 8.0208 -2.5101 2.3383
H 6.9949 -1.8141 4.3469
C 6.4183 -3.0161 8.3833
C 5.2827 -3.7655 8.7157
C 4.0927 -3.2814 8.2621
C 4.1046 -2.1914 7.4048
C 5.2364 -1.4717 7.0995
C 6.4204 -1.8734 7.6569
N 2.8208 -1.6966 6.8351
O 1.8687 -2.3636 7.1308
O 2.8232 -0.7304 6.1163
H 7.4287 -3.2262 8.7511
H 5.2897 -4.7431 9.2129
H 3.1466 -3.6685 8.5930
H 5.1084 -0.5911 6.4873
H 7.2682 -1.2408 7.5980
C 7.9567 3.3831 0.5642
C 7.0658 4.1666 -0.0814
C 5.8293 3.6276 -0.4897
C 5.6395 2.2773 -0.2377
C 6.5873 1.4326 0.3256
C 7.7579 2.0022 0.8283
N 4.3695 1.6889 -0.6618
O 4.3907 0.4935 -0.8251
O 3.4507 2.4382 -0.7920
H 8.9172 3.8185 0.8540
H 7.3127 5.1909 -0.1913
H 5.0710 4.2586 -0.9230
H 6.4000 0.3687 0.3578
H 8.4133 1.4332 1.4635
C 1.2664 1.7905 -5.0596
C 2.3854 2.4747 -5.6064
C 3.0085 3.3465 -4.7822
C 2.5186 3.6125 -3.5358
C 1.3735 3.0312 -3.0556
C 0.7682 2.0427 -3.8008
N 3.1923 4.5543 -2.6388
O 4.3117 4.8860 -2.9336
O 2.5831 4.9190 -1.7065
H 0.7046 1.1248 -5.6887
H 2.7776 2.2347 -6.5679
H 3.9172 3.8402 -5.0863
H 0.8942 3.3638 -2.1500
H -0.0581 1.4151 -3.4845
C -2.2147 4.4957 -7.0845
C -1.4056 4.6530 -5.9844
C -1.8274 4.2328 -4.7357
C -3.0403 3.6379 -4.6297
C -3.8501 3.3944 -5.6681
C -3.4449 3.8880 -6.9279
N -3.4636 3.2451 -3.2998
O -2.6743 3.4705 -2.3954
O -4.5330 2.6835 -3.2248
H -1.9315 4.8221 -8.0616
H -0.4395 5.1245 -6.1456
H -1.2098 4.4455 -3.8699
H -4.7069 2.7825 -5.5511
H -4.1182 3.7815 -7.7695
C -6.4337 -0.4936 -8.9103
C -5.7060 0.6035 -8.4772
C -4.7835 0.4346 -7.4686
C -4.6902 -0.7558 -6.8457
C -5.4710 -1.8666 -7.2489
C -6.2941 -1.7308 -8.3305
N -3.7495 -0.8671 -5.6759
O -3.5115 0.1473 -5.0511
O -3.3661 -1.9685 -5.3997
H -7.1175 -0.4327 -9.7436
H -5.8590 1.5557 -8.9765
H -4.0917 1.2060 -7.1826
H -5.4156 -2.8546 -6.7665
H -6.7859 -2.6538 -8.5680
C -2.6545 -7.0373 2.2877
C -4.0191 -7.3238 2.1465
C -4.9726 -6.4771 2.6220
C -4.5942 -5.3735 3.4053
C -3.2233 -5.0308 3.5609
C -2.2429 -5.9167 3.0227
N -5.6070 -4.5607 4.0976
O -5.2579 -3.6505 4.8499
O -6.7640 -4.7496 3.8263
H -1.9579 -7.7922 1.9244
H -4.3369 -8.1631 1.5597
H -6.0272 -6.6650 2.5664
H -2.9544 -4.1690 4.1709
H -1.1745 -5.8067 3.1412
C -3.2525 4.7957 2.8312
C -4.3554 4.2313 3.4873
C -5.2788 3.4727 2.8066
C -5.0587 3.3228 1.4420
C -4.0228 3.9318 0.7414
C -3.0857 4.6263 1.4494
N -6.0865 2.5549 0.6790
O -6.8398 1.8426 1.2818
O -6.0771 2.7003 -0.5294
H -2.4821 5.2844 3.4234
H -4.4452 4.5129 4.5392
H -6.0976 3.0200 3.3258
H -3.9924 3.8808 -0.3510
H -2.1634 4.8795 0.9486
C 3.1736 -4.6605 -1.0674
C 4.0300 -5.5461 -0.3934
C 3.4703 -6.4320 0.4572
C 2.0957 -6.4913 0.5151
C 1.2298 -5.6338 -0.1508
C 1.7938 -4.7012 -1.0001
N 1.5182 -7.4489 1.4334
O 2.2548 -8.2904 1.8585
O 0.3366 -7.3461 1.6869
H 3.6320 -3.8563 -1.6668
H 5.1014 -5.4865 -0.4931
H 4.0695 -7.0753 1.1097
H 0.1813 -5.6500 0.0536
H 1.2151 -3.9426 -1.4993
C 0.1097 0.5400 4.1136
C -0.7268 1.5038 3.6150
C -2.1137 1.4627 3.7324
C -2.6201 0.2988 4.2852
C -1.8199 -0.7665 4.6878
C -0.4199 -0.6910 4.5772
N -4.0838 0.2094 4.4312
O -4.7761 1.1156 4.0334
O -4.4867 -0.8153 4.8998
H 1.1751 0.6838 4.0455
H -0.2341 2.3880 3.2625
H -2.7956 2.2381 3.3697
H -2.3399 -1.6078 5.1563
H 0.2126 -1.5393 4.8585
C 5.8768 6.0511 2.7697
C 5.0370 6.2899 1.6683
C 3.9483 5.4367 1.4248
C 3.9057 4.2731 2.1098
C 4.7671 3.9416 3.1432
C 5.7089 4.8890 3.4612
N 2.8275 3.3227 1.8724
O 3.0195 2.1405 2.1183
O 1.7996 3.8598 1.4862
H 6.6996 6.7682 2.9092
H 5.2584 7.0821 0.9576
H 3.2681 5.6430 0.6061
H 4.7039 2.9649 3.6239
H 6.3501 4.5691 4.2873
C -5.4088 -1.3586 -0.3319
C -5.1227 -2.5106 0.5081
C -4.0927 -3.3587 0.1592
C -3.4014 -3.0779 -1.0108
C -3.6232 -2.0278 -1.8446
C -4.6458 -1.1608 -1.4662
N -2.3426 -4.0798 -1.3574
O -1.6287 -3.7627 -2.2619
O -2.2732 -5.0493 -0.6573
H -6.1870 -0.6356 -0.1263
H -5.6522 -2.7460 1.3789
H -3.9572 -4.3105 0.6101
H -3.0735 -1.8571 -2.7667
H -4.8135 -0.3737 -2.1783
C -1.0233 1.6835 -0.3687
C 0.2664 1.4029 -0.0174
C 0.5511 0.1579 0.5628
C -0.5092 -0.6301 0.9417
C -1.8533 -0.3764 0.6007
C -2.1119 0.8125 -0.0918
N -0.2343 -1.9443 1.5863
O 0.9148 -2.2170 1.8826
O -1.1938 -2.6016 1.8596
H -1.3065 2.5978 -0.8805
H 1.0184 2.1431 -0.1233
H 1.5751 -0.2278 0.6819
H -2.6258 -1.0296 0.9611
H -3.0924 1.1250 -0.3915
```

Energy   -7425.3014 hartree
HOMO   -9.37 eV
HOMO-LUMO gap   8.5 eV
Max |F|   3.5 eV/Å
Total charge   0